Molecular formula: C21H24N4O2
Method: DFT, ωB97M-V/def2-TZVPD

Properties
SMILES: CCOc1ccccc1C(=O)N1CCC(n2nnc3cc(C)ccc32)CC1
ΔE to the lowest compared entry with this formula, charge and spin in kcal per mole: 49.7
Strongest force on any atom in Eh/bohr: 0.02462
Total charge: 0
Gap between HOMO and LUMO in eV: 9.3

XYZ file:
```
51
C21H24N4O2 ωB97M-V/def2-TZVPD
C -4.18769 -3.80539 0.19957
C -2.97782 -4.64954 -0.19261
O -1.85049 -3.86355 -0.52239
C -1.76799 -3.26428 -1.74217
C -2.69786 -3.38182 -2.76866
C -2.49231 -2.73003 -3.97410
C -1.36291 -1.96077 -4.17979
C -0.42565 -1.84787 -3.16656
C -0.62410 -2.47570 -1.94887
C 0.44371 -2.41624 -0.89923
O 1.54350 -2.89949 -1.09201
N 0.11396 -1.80796 0.26509
C -1.07952 -1.03806 0.50250
C -0.71973 0.43563 0.71430
C 0.28552 0.56205 1.86334
N 0.64065 1.93553 2.10327
N 0.35555 2.50317 3.28273
N 0.74168 3.70915 3.31085
C 1.32009 4.01228 2.11534
C 1.89741 5.19091 1.64403
C 2.40795 5.19244 0.36581
C 3.04498 6.42071 -0.21127
C 2.34014 4.02994 -0.42726
C 1.77753 2.85620 0.01255
C 1.26099 2.85029 1.30497
C 1.51864 -0.30102 1.58081
C 1.08004 -1.74457 1.33906
H -3.93469 -3.16471 1.04071
H -5.00910 -4.45559 0.48728
H -4.50939 -3.17566 -0.62650
H -2.64907 -5.24495 0.66380
H -3.22715 -5.33512 -1.01099
H -3.58416 -3.98449 -2.64820
H -3.22716 -2.83430 -4.75860
H -1.20719 -1.45987 -5.12259
H 0.47408 -1.26919 -3.31309
H -1.58043 -1.42692 1.39737
H -1.75612 -1.13292 -0.34631
H -0.28399 0.83368 -0.20354
H -1.62048 1.00807 0.94175
H -0.18628 0.22645 2.79530
H 1.93481 6.06444 2.27486
H 4.08036 6.21856 -0.48322
H 3.02672 7.23906 0.50330
H 2.51931 6.73317 -1.11291
H 2.75182 4.07104 -1.42550
H 1.74597 1.98600 -0.62488
H 2.20734 -0.25745 2.42563
H 2.03814 0.06929 0.69620
H 0.62629 -2.15517 2.24835
H 1.93173 -2.36284 1.05032
```